(1)
Entry from the Open Molecules 2025 dataset: a molecular structure, C13H19BN2O12Tl (the ωB97M-V functional and the def2-TZVPD basis).

The total charge is +1. The value obtained for the HOMO-LUMO gap is 2.827 eV. As for the spin multiplicity: 1. For the energy relative to the best compared isomer or geometry (same formula, charge and spin), the calculation gives 0.624 eV.

Cartesian coordinates (Å):
Tl1 12.06 29.84 2.71
N1 10.03 27.59 5.30
O1 9.06 27.46 4.54
O2 11.16 27.99 4.84
O3 9.90 27.31 6.52
O4 13.98 31.51 4.12
C1 13.95 31.31 5.29
O5 13.07 30.45 5.84
B1 13.48 30.22 7.23
O6 14.43 31.27 7.57
C2 14.84 31.83 6.43
O7 15.76 32.50 6.22
O8 12.35 30.25 8.18
C3 12.21 29.10 8.79
O9 11.36 28.78 9.49
C4 13.32 28.15 8.22
O10 14.00 28.80 7.30
O11 13.55 27.06 8.60
C5 16.92 28.28 4.36
C6 16.07 28.05 3.10
C7 16.81 27.01 2.25
C8 16.64 25.54 2.58
C9 15.14 25.22 2.64
C10 14.37 26.17 3.57
N2 14.66 27.60 3.34
O12 14.12 28.41 4.32
C11 12.91 25.98 3.09
C12 14.67 25.81 5.00
C13 16.03 29.39 2.36
H1 17.14 27.39 4.96
H2 16.59 29.09 5.00
H3 17.93 28.51 4.01
H4 16.30 27.12 1.27
H5 17.80 27.33 1.93
H6 17.21 25.33 3.50
H7 17.02 24.83 1.85
H8 15.06 24.22 3.07
H9 14.72 25.10 1.64
H10 12.57 24.95 3.05
H11 12.28 26.42 3.88
H12 12.67 26.59 2.22
H13 14.13 26.34 5.79
H14 14.32 24.80 5.26
H15 15.74 25.81 5.19
H16 15.94 30.20 3.09
H17 15.27 29.48 1.58
H18 17.03 29.63 1.99
H19 14.40 27.99 5.19

Mulliken population analysis, charges in e, atoms 1 to 4: atom 1 (Tl): 0.975, atom 2 (N): 0.838, atom 3 (O): -0.439, atom 4 (O): -0.263


(2)
Entry from the Open Molecules 2025 dataset: a molecular structure, C13H19BO (the ωB97M-V functional and the def2-TZVPD basis).

The value obtained for the HOMO-LUMO gap is 7.446 eV. As for the spin multiplicity: 1. For the energy relative to the best compared isomer or geometry (same formula, charge and spin), the calculation gives 4.614 eV.

Cartesian coordinates (Å):
B1 -0.06 -0.54 -0.53
C1 1.36 3.95 -0.54
C2 -0.80 2.93 -0.67
C3 2.03 2.73 -0.69
C4 -0.12 1.75 -0.83
C5 -0.02 4.11 -0.43
C6 1.24 1.60 -0.90
C7 0.01 -1.59 0.59
C8 -0.16 -2.01 -0.91
C9 -0.60 5.49 -0.37
C10 1.20 -1.97 1.37
C11 -1.14 -1.71 1.58
C12 1.06 -2.63 -1.57
C13 -1.33 -2.94 -1.31
O1 1.81 0.47 -0.84
H1 1.80 4.93 -0.45
H2 -1.92 3.10 -0.68
H3 3.10 2.53 -0.61
H4 -0.61 0.69 -0.61
H5 -0.39 6.07 -1.32
H6 -1.72 5.51 -0.24
H7 -0.23 6.00 0.56
H8 2.07 -1.96 0.81
H9 0.99 -3.01 1.69
H10 1.25 -1.25 2.20
H11 -0.84 -1.04 2.39
H12 -1.35 -2.67 1.99
H13 -2.04 -1.52 1.01
H14 0.84 -2.95 -2.58
H15 1.38 -3.48 -1.08
H16 1.83 -1.83 -1.41
H17 -2.30 -2.53 -0.88
H18 -1.02 -3.95 -1.05
H19 -1.27 -2.99 -2.46

Mulliken population analysis, charges in e, atoms 1 to 4: atom 1 (B): 0.245, atom 2 (C): -0.523, atom 3 (C): -0.864, atom 4 (C): -0.723


(3)
Entry from the Open Molecules 2025 dataset: a molecular structure, C13H19BeN2O2 (the ωB97M-V functional and the def2-TZVPD basis).

The total charge is +1. The value obtained for the HOMO-LUMO gap is 3.924 eV. As for the spin multiplicity: 1.

Cartesian coordinates (Å):
C1 3.35 0.64 0.12
N1 1.93 0.85 0.55
C2 1.84 0.30 1.93
C3 0.97 0.26 -0.39
C4 1.02 -1.31 -0.51
C5 -0.38 -2.03 -0.72
C6 -1.20 -2.24 0.65
N2 -0.88 -3.54 1.31
C7 1.38 0.90 -1.82
O1 1.40 0.27 -2.87
O2 1.63 2.25 -1.90
C8 -0.47 0.86 -0.25
C9 -1.11 1.33 0.98
C10 -2.48 1.96 1.00
C11 -3.28 2.12 -0.24
C12 -2.62 1.62 -1.48
C13 -1.26 1.04 -1.49
H1 3.54 -0.34 -0.38
H2 3.72 1.49 -0.54
H3 4.02 0.68 1.03
H4 2.61 -0.51 2.16
H5 1.94 1.11 2.70
H6 0.84 -0.23 2.03
H7 1.47 -1.83 0.40
H8 1.67 -1.68 -1.36
H9 -1.01 -1.61 -1.55
H10 -0.13 -3.09 -1.04
H11 -1.00 -1.38 1.35
H12 -2.29 -2.22 0.37
H13 -1.77 -3.89 1.69
H14 -0.35 -3.29 2.16
H15 -0.61 1.29 1.97
H16 -2.94 2.36 1.94
H17 -4.31 2.57 -0.25
H18 -3.18 1.70 -2.46
H19 -0.88 0.71 -2.50
Be1 -1.19 2.86 -2.56

Mulliken population analysis, charges in e, atoms 1 to 4: atom 1 (C): -0.965, atom 2 (N): -0.126, atom 3 (C): -1.057, atom 4 (C): 1.969